{"formula": "CH5NO2S", "method": "the ωB97M-V functional and the def2-TZVPD basis", "elements": ["C", "N", "O", "O", "S", "H", "H", "H", "H", "H"], "positions_angstrom": [[-1.322990, -0.101188, 0.135811], [0.865138, 0.597346, -0.856295], [0.912738, -1.588369, 0.564750], [1.318454, 1.084364, 0.388801], [0.081280, -0.908344, -0.616184], [-1.994839, -0.889569, -0.003286], [-1.510273, 0.829859, -0.359241], [-1.115900, 0.154844, 1.232602], [1.549446, 0.409635, -1.577004], [1.216947, 0.411425, 1.090049]], "forces_ev_per_a": [[1.393, 0.232, 2.130], [-1.137, -0.947, -0.040], [-2.520, 1.460, -2.914], [0.444, 1.003, -0.535], [2.963, -0.188, 3.233], [-2.032, -0.554, 0.328], [-0.395, 0.113, -0.630], [-0.290, -0.790, -1.513], [1.281, 0.376, 0.652], [0.292, -0.705, -0.712]], "fmax_ev_per_a": 4.39, "lumo_ev": 0.629, "e_above_lowest_kj_mol": 373.2, "orbital_gap_ev": 10.46, "homo_energy_ev": -9.83}

=====

{"formula": "CH5NO3Si", "method": "the ωB97M-V functional and the def2-TZVPD basis", "elements": ["C", "N", "O", "O", "O", "Si", "H", "H", "H", "H", "H"], "positions_angstrom": [[0.177806, -0.927402, -0.667908], [2.617085, -0.090726, -0.340008], [2.448889, 1.064725, -0.580587], [2.105613, -0.545907, 0.910586], [0.135843, -2.033046, -0.166608], [-0.999386, 0.451223, 0.053788], [0.816002, -0.572414, -1.522604], [2.367262, -1.454386, 1.158678], [-1.902041, -0.556842, 0.691239], [-0.040874, 1.331504, 1.048785], [-1.729918, 1.443340, -0.772615]], "forces_ev_per_a": [[-1.165, 0.395, -0.373], [1.186, 0.534, -0.660], [-0.285, -2.514, 1.807], [0.045, 2.242, 0.494], [0.238, 0.804, -1.013], [1.034, 0.291, 1.882], [0.036, -1.230, 0.238], [0.234, 0.256, -1.192], [-0.080, 0.709, 0.199], [-1.424, -1.185, -1.132], [0.182, -0.302, -0.250]], "fmax_ev_per_a": 3.11, "lumo_ev": -0.419, "e_above_lowest_kj_mol": 296.7, "smiles": "O=C[SiH3].O=NO", "orbital_gap_ev": 8.95, "homo_energy_ev": -9.37}

=====

{"formula": "CH5NO4S", "method": "the ωB97M-V functional and the def2-TZVPD basis", "elements": ["C", "N", "O", "O", "O", "O", "S", "H", "H", "H", "H", "H"], "positions_angstrom": [[0.071816, 0.318986, -1.118886], [-1.111762, -0.278213, -0.008330], [0.944888, -0.272415, 1.357657], [2.171260, -1.301102, -0.386673], [2.366500, 1.114047, -0.088623], [-0.064975, 1.658382, -1.174252], [1.586919, -0.092717, -0.024758], [0.085590, -0.284463, -1.991549], [-1.367480, -1.196259, -0.386904], [0.011244, -0.381771, 1.047126], [-1.977315, 0.399449, -0.212077], [0.722904, 1.959908, -0.627928]], "forces_ev_per_a": [[-1.321, -1.250, 4.907], [-0.858, 2.282, -3.641], [0.981, 0.556, 0.556], [1.173, -2.558, -1.283], [-0.176, 0.330, 0.255], [1.243, 0.048, 0.204], [-0.393, 2.122, -0.730], [-0.165, -0.183, -0.989], [-0.179, 0.263, 0.192], [-1.961, -0.046, 0.601], [2.476, -1.975, 0.710], [-0.821, 0.412, -0.782]], "fmax_ev_per_a": 5.23, "lumo_ev": 0.411, "e_above_lowest_kj_mol": 161.9, "smiles": "N[C@@H](O)S(=O)(=O)O", "orbital_gap_ev": 11.69, "homo_energy_ev": -11.28}

=====

{"formula": "CH5NO4S", "method": "the ωB97M-V functional and the def2-TZVPD basis", "elements": ["C", "N", "O", "O", "O", "O", "S", "H", "H", "H", "H", "H"], "positions_angstrom": [[0.022061, -1.053879, 0.968251], [0.040828, 1.477179, 0.695546], [0.453511, -0.163547, -1.382238], [2.300981, 0.216543, 0.294826], [0.227742, -2.174130, 0.661336], [-1.771195, -0.203153, -0.310128], [0.889944, 0.301434, 0.236233], [-0.753838, -0.630586, 1.681282], [-1.586726, 0.752854, -0.047455], [0.431170, 2.433914, 0.392937], [1.136009, -0.599607, -1.939895], [-1.390490, -0.357027, -1.250698]], "forces_ev_per_a": [[-2.226, -0.273, 1.534], [1.704, 1.672, -0.962], [1.258, 0.712, 0.391], [1.195, 0.057, 0.074], [0.445, -0.338, 0.113], [-0.185, 0.703, -1.613], [-1.184, 0.674, -2.565], [0.982, -0.798, -0.251], [-0.309, -1.658, -0.874], [-0.636, -1.972, 0.638], [-0.047, 0.449, 1.016], [-0.998, 0.772, 2.500]], "fmax_ev_per_a": 2.90, "lumo_ev": 0.039, "e_above_lowest_kj_mol": 286.6, "smiles": "N=[S@](=O)(O)C=O.O", "orbital_gap_ev": 10.79, "homo_energy_ev": -10.75}

=====

{"formula": "CH5NOP2", "method": "the ωB97M-V functional and the def2-TZVPD basis", "elements": ["C", "N", "O", "P", "P", "H", "H", "H", "H", "H"], "positions_angstrom": [[-1.230280, 0.852729, -0.112700], [-0.790017, -0.142107, 0.849067], [-0.523674, 1.372463, -0.934106], [1.767277, 0.397239, -0.323129], [0.791726, -0.657434, 1.272127], [-2.285112, 0.912217, 0.054232], [-1.592274, -0.547655, 1.323271], [1.673774, -0.807960, -1.061767], [2.989070, -0.090531, 0.460696], [1.155564, 0.630838, 1.893930]], "forces_ev_per_a": [[1.798, -2.769, 1.763], [-1.900, 1.349, -1.355], [-0.984, 0.304, 0.141], [2.528, -1.034, 0.134], [0.067, 1.889, 0.847], [-1.146, 0.828, -0.534], [0.384, 0.090, 0.016], [0.442, 0.131, -0.654], [-0.928, 0.325, -1.087], [-0.261, -1.113, 0.729]], "fmax_ev_per_a": 3.74, "lumo_ev": 0.687, "e_above_lowest_kj_mol": 62.7, "smiles": "O=CN[PH]#[PH2]", "orbital_gap_ev": 9.35, "homo_energy_ev": -8.67}

=====

{"formula": "CH5NOS", "method": "the ωB97M-V functional and the def2-TZVPD basis", "elements": ["S", "H", "H", "C", "N", "O", "H", "H", "H"], "positions_angstrom": [[3.778598, -2.947839, -4.156946], [3.297280, -2.375204, -3.084865], [2.689264, -3.629413, -4.591269], [-1.977964, 1.480250, 1.375560], [-1.268978, 1.330172, 2.580182], [-1.389352, 2.060038, 0.497436], [-2.956599, 0.986170, 1.349173], [-0.466156, 1.916737, 2.552964], [-1.706092, 1.179088, 3.477766]], "forces_ev_per_a": [[0.632, -0.594, -1.171], [-0.780, 0.164, 0.623], [0.147, 0.432, 0.548], [2.071, 0.028, 1.803], [-1.508, -0.348, -0.680], [-1.007, -0.086, -0.920], [-0.091, 0.153, -0.252], [0.633, 0.297, 0.305], [-0.096, -0.045, -0.256]], "fmax_ev_per_a": 2.75, "lumo_ev": 0.967, "e_above_lowest_kj_mol": 41.3, "smiles": "NC=O.S", "orbital_gap_ev": 10.70, "homo_energy_ev": -9.73}

=====

{"formula": "CH5NOS2", "method": "the ωB97M-V functional and the def2-TZVPD basis", "elements": ["C", "N", "O", "H", "H", "H", "S", "S", "H", "H"], "positions_angstrom": [[-0.364470, 1.012898, -0.464320], [-1.040997, 2.288224, -0.691397], [-0.658043, -0.040370, -1.142247], [0.342155, 1.002908, 0.380666], [-1.786624, 2.455278, 0.001117], [-0.393936, 3.049332, -0.547307], [-0.036538, -2.155914, 1.047682], [2.027715, -2.310760, 0.977920], [-0.219988, -1.691222, -0.214010], [2.130724, -3.610376, 0.651893]], "forces_ev_per_a": [[0.764, 0.457, -0.098], [-0.381, -0.214, 0.182], [-0.312, -0.297, 0.004], [-0.198, -0.192, 0.006], [-0.033, -0.128, -0.157], [0.184, 0.038, -0.029], [0.271, -0.388, 0.208], [-0.127, -0.056, 0.068], [-0.180, 0.764, -0.179], [0.013, 0.016, -0.006]], "fmax_ev_per_a": 0.90, "lumo_ev": [3.116, 3.087], "e_above_lowest_kj_mol": 167.8, "charge": -1, "orbital_gap_ev": [2.85, 6.80], "homo_energy_ev": [0.26, -3.72], "spin_multiplicity": 2}

=====

{"formula": "CH5NOS2", "method": "the ωB97M-V functional and the def2-TZVPD basis", "elements": ["C", "N", "O", "S", "S", "H", "H", "H", "H", "H"], "positions_angstrom": [[0.215000, -0.950689, 0.282146], [1.014968, 1.119611, -1.026436], [-1.692937, 0.836556, 0.964128], [0.587825, 0.803159, 0.435127], [-2.624895, -0.239874, 0.068461], [0.130590, -1.168396, 1.331912], [1.037195, -1.277070, -0.310112], [-0.734635, -0.900442, -0.266318], [1.235535, 2.060669, -1.118514], [-2.136518, 1.744309, 0.851313]], "forces_ev_per_a": [[0.635, 2.899, 0.514], [-0.604, -2.049, -0.069], [-1.633, 1.752, 0.111], [0.540, -0.344, -0.295], [-0.784, 0.112, -0.106], [-0.131, -1.217, 0.134], [0.477, -0.953, -0.111], [-0.317, -0.701, -0.103], [0.595, 2.309, -0.165], [1.222, -1.807, 0.088]], "fmax_ev_per_a": 3.01, "lumo_ev": [-0.508, -1.587], "e_above_lowest_kj_mol": 430.3, "orbital_gap_ev": [7.90, 5.82], "homo_energy_ev": [-8.41, -7.40]}

=====

{"formula": "CH5NOS2", "method": "the ωB97M-V functional and the def2-TZVPD basis", "elements": ["S", "S", "H", "H", "C", "N", "O", "H", "H", "H"], "positions_angstrom": [[3.729908, -0.427674, -0.448725], [2.123811, 0.118242, 0.687085], [3.528351, 0.330440, -1.534708], [1.397403, -0.980442, 0.433062], [-1.353770, 0.582596, 0.066458], [-2.308750, -0.354511, 0.241894], [-1.435404, 1.762236, 0.313146], [-0.459274, 0.266517, -0.491012], [-3.160512, 0.014133, 0.643918], [-2.061764, -1.311536, 0.088886]], "forces_ev_per_a": [[0.517, -0.113, -0.017], [-0.084, -0.014, 0.063], [-0.199, 0.048, -0.039], [-0.101, 0.053, 0.034], [0.724, 0.617, -1.236], [0.258, 0.934, 0.212], [-0.581, 0.119, 0.573], [0.032, -0.664, 0.239], [-0.059, -0.753, 0.070], [-0.507, -0.227, 0.100]], "fmax_ev_per_a": 1.56, "lumo_ev": 0.412, "e_above_lowest_kj_mol": 32.5, "smiles": "NC=O.SS", "orbital_gap_ev": 9.93, "homo_energy_ev": -9.52}

=====

{"formula": "CH5NOS2", "method": "the ωB97M-V functional and the def2-TZVPD basis", "elements": ["S", "S", "H", "H", "C", "N", "O", "H", "H", "H"], "positions_angstrom": [[-1.585416, -1.558405, -0.684636], [-2.270432, 0.335148, -1.205834], [-0.968319, -1.776342, -1.877201], [-2.759748, 0.603996, -0.008700], [1.178030, -0.158256, 0.308263], [1.281811, 1.062232, 0.908080], [1.614432, -0.491952, -0.762059], [0.633997, -0.923089, 0.882973], [1.998220, 1.711794, 0.621574], [0.877424, 1.194878, 1.817537]], "forces_ev_per_a": [[-0.051, -0.581, -0.381], [0.142, 0.237, -0.664], [-0.166, 0.220, 0.509], [-0.147, 0.011, 0.496], [-0.195, -0.554, 0.441], [0.172, -0.180, -0.082], [0.582, 0.524, -0.522], [-0.225, 0.448, 0.387], [-0.196, -0.036, -0.216], [0.084, -0.089, 0.033]], "fmax_ev_per_a": 0.94, "lumo_ev": 0.365, "e_above_lowest_kj_mol": 46.8, "smiles": "NC=O.SS", "orbital_gap_ev": 8.76, "homo_energy_ev": -8.40}

=====

Question: Which formula does entry 7 have?
Answer: CH5NOS2